Entry 1:
{
  "formula": "C33H73BrClFIN2O13",
  "method": "ωB97M-V/def2-TZVPD",
  "symbols": ["C", "C", "N", "C", "C", "C", "C", "O", "C", "C", "C", "O", "Cl", "C", "C", "C", "C", "I", "N", "C", "C", "C", "C", "C", "C", "C", "O", "O", "C", "Br", "C", "C", "O", "F", "C", "O", "C", "C", "H", "H", "H", "H", "H", "H", "H", "H", "H", "H", "H", "H", "H", "H", "H", "H", "H", "H", "H", "H", "H", "H", "H", "H", "H", "H", "H", "H", "H", "H", "H", "H", "H", "H", "H", "H", "H", "H", "H", "H", "H", "H", "H", "H", "H", "C", "O", "H", "H", "H", "H", "C", "O", "H", "H", "H", "H", "C", "O", "H", "H", "H", "H", "C", "O", "H", "H", "H", "H", "C", "O", "H", "H", "H", "H", "C", "O", "H", "H", "H", "H", "C", "O", "H", "H", "H", "H"],
  "positions_angstrom": [[-2.840, -1.507, 2.449], [-2.671, -0.828, 1.048], [-2.289, 0.589, 1.201], [-1.138, 1.082, 0.463], [-1.363, 1.205, -1.065], [-2.787, 0.960, -1.650], [-2.835, 1.734, -3.020], [-2.996, -0.409, -1.990], [-0.776, 2.434, 1.210], [-1.940, 3.426, 1.428], [-2.640, 4.148, 0.317], [-3.014, 3.772, -0.701], [-3.058, 5.880, 0.711], [0.654, 3.075, 0.977], [0.740, 4.584, 0.619], [0.576, 5.375, -0.693], [-0.488, 5.121, -1.779], [0.237, 7.476, -0.082], [1.790, 2.147, 0.454], [2.458, 2.677, -0.812], [1.689, 2.845, -2.136], [2.401, 2.199, -3.383], [3.097, 3.256, -4.259], [1.380, 1.446, -4.296], [2.894, 2.420, 1.470], [4.374, 2.208, 1.230], [5.003, 1.778, 0.348], [5.085, 2.515, 2.402], [1.487, 0.677, 0.448], [1.717, -0.222, -1.373], [2.576, -0.259, 1.136], [2.426, -1.746, 0.861], [1.581, -2.452, 1.184], [3.490, -2.324, 0.254], [0.085, 0.183, 0.928], [-0.042, -0.340, 2.197], [0.447, 0.215, 3.384], [1.231, -0.866, 4.186], [-2.489, -0.773, 3.179], [-3.900, -1.654, 2.673], [-2.308, -2.456, 2.526], [-3.678, -0.847, 0.619], [-2.061, -1.425, 0.367], [-3.121, 1.138, 1.041], [-1.191, 2.257, -1.314], [-0.724, 0.631, -1.745], [-3.586, 1.367, -1.033], [-1.905, 2.265, -3.245], [-2.972, 1.011, -3.826], [-3.705, 2.393, -3.049], [-2.147, -0.864, -1.998], [-0.780, 2.025, 2.227], [-2.736, 2.899, 1.970], [-1.622, 4.147, 2.187], [0.898, 3.181, 2.036], [0.117, 5.092, 1.363], [1.712, 4.953, 0.990], [1.536, 5.509, -1.186], [-0.669, 4.084, -2.059], [-1.404, 5.665, -1.556], [-0.122, 5.605, -2.693], [2.955, 3.621, -0.582], [3.289, 2.035, -1.111], [1.754, 3.892, -2.435], [0.663, 2.495, -2.175], [3.148, 1.448, -3.100], [3.767, 2.813, -4.997], [2.334, 3.789, -4.842], [3.611, 4.037, -3.684], [1.201, 1.959, -5.243], [1.771, 0.452, -4.527], [0.409, 1.280, -3.814], [2.657, 1.979, 2.439], [2.914, 3.485, 1.738], [5.169, 3.479, 2.484], [2.762, -0.075, 2.195], [3.518, -0.046, 0.612], [-0.102, -0.699, 0.311], [-0.385, 0.466, 4.055], [1.095, 1.108, 3.384], [2.312, -0.701, 4.197], [0.867, -0.865, 5.217], [0.969, -1.850, 3.794], [-1.407, -2.771, 6.028], [-1.564, -1.437, 6.515], [-1.569, -2.770, 4.952], [-0.396, -3.124, 6.242], [-2.137, -3.429, 6.502], [-1.416, -1.466, 7.467], [-1.930, -4.942, 9.383], [-0.913, -3.942, 9.396], [-2.492, -4.845, 8.457], [-1.484, -5.937, 9.428], [-2.607, -4.804, 10.229], [-0.425, -4.041, 10.219], [-6.459, -2.966, 4.717], [-5.883, -2.352, 3.566], [-5.679, -3.086, 5.465], [-7.254, -2.338, 5.124], [-6.863, -3.948, 4.460], [-6.583, -2.252, 2.912], [1.615, -3.094, -5.743], [1.196, -1.902, -5.068], [1.286, -3.039, -6.775], [2.703, -3.176, -5.718], [1.167, -3.970, -5.268], [1.496, -1.968, -4.156], [0.326, 2.451, 6.725], [-0.986, 2.268, 6.206], [0.580, 3.508, 6.671], [0.361, 2.127, 7.767], [1.048, 1.877, 6.134], [-1.187, 1.325, 6.267], [1.404, -5.782, -8.250], [2.060, -4.547, -8.540], [0.413, -5.561, -7.860], [1.312, -6.375, -9.160], [1.973, -6.338, -7.498], [2.933, -4.763, -8.883], [1.895, -7.790, -12.465], [1.590, -7.644, -11.080], [2.369, -6.873, -12.808], [2.581, -8.627, -12.616], [0.981, -7.958, -13.039], [1.172, -8.462, -10.791]],
  "multiplicity": 1,
  "charge": 1,
  "largest_force_ev_per_a": 3.61,
  "total_energy_ev": -158370.7893,
  "homo_energy_ev": -11.31
}



Entry 2:
{
  "formula": "C7H17N2O",
  "method": "ωB97M-V/def2-TZVPD",
  "symbols": ["C", "C", "C", "C", "C", "C", "C", "N", "N", "O", "H", "H", "H", "H", "H", "H", "H", "H", "H", "H", "H", "H", "H", "H", "H", "H", "H"],
  "positions_angstrom": [[-2.789, -1.222, 0.269], [-1.686, -2.310, 0.254], [-1.230, -0.884, 0.329], [-0.489, 3.327, 0.390], [3.333, -0.789, 0.949], [-1.082, 2.041, -0.301], [2.954, -0.423, -0.258], [-0.435, -0.258, -0.707], [1.959, -1.184, -0.984], [0.006, 1.084, -0.174], [-3.348, -1.226, -0.621], [-3.264, -1.134, 1.248], [-1.482, -3.121, 0.977], [-1.456, -2.731, -0.713], [-0.979, -0.493, 1.433], [0.343, 3.746, -0.125], [-1.295, 4.172, 0.343], [-0.237, 3.060, 1.384], [3.246, -1.626, 1.526], [4.047, -0.206, 1.607], [-0.838, 0.024, -1.527], [-1.374, 2.109, -1.360], [-1.914, 1.592, 0.233], [3.280, 0.484, -0.748], [2.191, -1.405, -2.006], [0.916, -0.564, -0.946], [1.623, -2.064, -0.472]],
  "multiplicity": 1,
  "charge": 1,
  "largest_force_ev_per_a": 4.83,
  "total_energy_ev": -12551.0933,
  "homo_energy_ev": -13.35,
  "relative_energy_kj_mol": 555.7
}